Formula: C39H72BrINO14PS
Source: OMol25
Level of theory: ωB97M-V/def2-TZVPD

```
130
Properties=species:S:1:pos:R:3:forces:R:3:lowdin_charge:R:1
H -0.83301 -8.46381 0.35260 0.0 0.0 -0.1 0.04
N 0.12707 -8.11917 0.36373 0.0 0.2 0.2 0.13
C 0.16023 -6.88949 0.69060 -0.2 -0.6 -0.4 -0.43
C 1.51747 -6.25231 0.75940 0.1 -0.3 0.2 -0.04
C -1.10085 -6.14167 1.08438 0.2 0.5 0.3 -0.06
C -1.76334 -5.11837 0.13079 1.2 -0.1 -0.1 -0.44
C -0.74494 -4.12669 -0.44845 -0.4 0.1 0.0 -0.14
C -0.04617 -3.23942 0.56755 0.3 0.5 0.0 -0.18
C 0.67512 -2.05428 -0.11200 0.5 -0.4 0.8 -0.18
C 2.15651 -2.35597 -0.37645 -0.6 -0.2 -0.6 -0.21
C 2.80910 -1.42749 -1.40427 0.5 -0.3 0.6 -0.22
C 3.47922 -0.19540 -0.77712 -0.3 -0.7 -0.9 -0.26
C 4.32560 0.50625 -1.83938 -0.5 -0.3 0.4 -0.13
O -2.63432 -4.40016 1.05995 -0.6 -0.4 -0.7 -0.18
S -3.58847 -3.23771 0.58846 -0.3 0.9 0.5 0.66
O -2.85024 -2.01127 0.57383 0.1 -0.2 0.0 -0.25
O -4.72353 -3.30969 1.45283 0.2 -0.3 0.0 -0.25
C -4.14310 -3.53676 -1.16198 0.4 -0.3 0.2 -0.41
C -3.68327 -2.25471 -1.91491 -0.3 0.1 -0.3 -0.16
C -4.05228 -2.17028 -3.39625 0.2 0.4 -0.1 -0.17
O -5.05276 -1.14167 -3.52057 0.0 -0.3 0.5 -0.02
C -5.83470 -1.20027 -4.63093 0.5 -0.1 -0.4 -0.52
O -7.01322 -1.13111 -4.54189 -1.0 0.3 0.2 0.15
C -5.13325 -1.25925 -5.96353 -0.2 -0.2 0.1 -0.15
C -5.72009 -2.35197 -6.85059 0.2 0.0 -0.3 -0.08
P -5.98843 -3.46589 -1.16740 -0.5 0.2 -0.6 0.41
O -6.59270 -3.51301 -2.50287 0.1 0.0 0.0 -0.31
O -6.50611 -4.60510 -0.19713 0.2 0.0 0.2 -0.12
O -6.26731 -2.04554 -0.48853 -0.2 -0.3 0.3 -0.11
C -3.45658 -4.77814 -1.85016 0.0 -0.1 0.4 -0.64
I -4.76325 -5.94926 -3.13082 0.2 0.0 -0.1 1.06
C -2.64186 -5.78353 -0.95502 -1.0 -0.2 -0.2 -0.72
Br -1.45208 -6.67938 -2.23589 0.2 0.0 0.0 0.86
C -3.55252 -6.86942 -0.38816 -0.1 0.0 0.5 -0.28
C -4.41528 -6.73845 0.61304 0.1 0.0 -0.3 0.04
H 1.62620 -5.58425 1.60993 -0.1 0.2 -0.1 0.08
H 2.23730 -7.05737 0.88385 0.1 0.0 -0.1 0.08
H 1.76685 -5.74092 -0.16854 0.0 0.2 0.0 0.07
H -1.83674 -6.87278 1.39751 -0.2 0.0 0.0 0.11
H -0.86561 -5.54167 1.96673 0.0 0.0 0.1 0.14
H -1.29150 -3.46886 -1.12725 0.1 0.0 -0.1 0.10
H -0.02915 -4.65888 -1.07028 0.0 -0.1 0.0 0.09
H -0.74481 -2.82601 1.28636 -0.2 -0.2 0.0 0.10
H 0.70503 -3.78111 1.13851 -0.1 -0.2 0.0 0.09
H 0.63689 -1.23779 0.60878 -0.2 0.4 -0.3 0.12
H 0.18053 -1.78291 -1.04335 -0.1 0.2 0.0 0.11
H 2.69586 -2.33723 0.57081 0.1 0.0 0.0 0.11
H 2.21894 -3.38583 -0.74541 0.0 -0.1 0.0 0.10
H 2.08293 -1.15056 -2.17096 -0.1 0.1 0.0 0.11
H 3.59191 -1.99788 -1.91077 0.0 0.0 -0.1 0.11
H 4.11266 -0.56568 0.02866 0.0 0.2 0.2 0.10
H 2.69691 0.45227 -0.39444 0.2 0.2 0.3 0.08
H 5.02659 -0.21936 -2.24794 0.3 0.1 0.0 0.07
H 3.66532 0.82572 -2.64439 0.1 0.3 -0.1 0.07
H 4.85040 1.34581 -1.40348 0.1 0.2 -0.2 0.05
H -2.61007 -2.15832 -1.79559 0.1 -0.1 0.0 0.11
H -4.12365 -1.37699 -1.45226 0.0 0.0 0.1 0.11
H -4.42015 -3.11064 -3.80109 -0.1 0.0 0.0 0.08
H -3.17648 -1.85954 -3.96694 0.1 -0.1 0.0 0.13
H -5.34346 -0.29303 -6.42289 0.2 0.1 0.0 0.13
H -4.06129 -1.37243 -5.83496 0.1 0.1 -0.1 0.10
H -5.13576 -2.41377 -7.76815 0.0 -0.1 0.0 0.07
H -6.74127 -2.11740 -7.13446 -0.1 0.0 0.1 0.08
H -5.70698 -3.32862 -6.37154 0.0 0.0 0.1 0.08
H -7.45962 -4.53441 -0.05838 0.0 -0.2 0.0 0.11
H -7.13271 -1.76021 -0.81892 0.2 0.3 -0.2 0.11
H -2.75048 -4.37727 -2.56874 0.0 0.1 0.0 0.05
H -3.47459 -7.84112 -0.85551 0.1 0.0 -0.1 0.08
H -4.61000 -5.82098 1.14260 0.0 0.1 0.1 0.05
H -5.00337 -7.59799 0.90417 0.0 0.0 0.0 0.08
C 0.78600 3.74845 0.20647 0.1 -0.1 0.1 -0.02
C 1.61328 3.38851 -1.00500 -0.1 0.0 0.0 -0.48
C 1.14047 3.92594 -2.33564 0.2 -0.1 -0.1 -0.02
O 2.60368 2.70272 -0.91725 -0.1 0.3 0.0 0.06
H 1.22788 3.30330 1.09440 0.0 0.0 0.0 0.08
H 0.75005 4.83204 0.32894 -0.1 0.0 0.0 0.08
H -0.23381 3.37787 0.08880 0.0 0.1 0.0 0.08
H 1.11926 5.01655 -2.31264 -0.1 0.0 0.0 0.08
H 0.13431 3.56228 -2.55090 0.0 0.1 0.0 0.08
H 1.81698 3.59686 -3.12079 0.0 0.0 0.0 0.08
C -6.58980 1.81854 0.29914 0.0 0.2 0.1 -0.02
C -5.33793 1.96857 1.13128 0.0 -0.1 0.0 -0.49
C -4.39447 0.79553 1.14259 0.1 0.1 0.1 -0.02
O -5.10852 2.98088 1.75293 0.0 0.0 0.0 0.06
H -7.18697 2.72461 0.36932 0.0 0.0 0.0 0.08
H -6.32630 1.63924 -0.74473 0.0 -0.1 0.0 0.09
H -7.17509 0.97159 0.66081 0.0 -0.1 -0.1 0.08
H -4.04592 0.59020 0.12922 -0.1 -0.1 0.0 0.08
H -4.90044 -0.09459 1.52011 0.0 -0.1 -0.1 0.08
H -3.53805 1.01471 1.77558 0.0 0.0 0.0 0.09
C 7.22945 1.82681 1.92137 -0.1 -0.1 0.0 -0.02
C 7.52386 1.50367 0.47415 0.0 0.1 0.1 -0.49
C 8.63116 2.28797 -0.18698 -0.2 -0.2 -0.1 -0.03
O 6.89831 0.65870 -0.12066 0.1 -0.1 0.0 0.07
H 6.41602 1.19856 2.27635 0.0 0.0 0.0 0.08
H 8.11560 1.64884 2.53297 0.0 0.1 0.0 0.08
H 6.94246 2.87484 2.01983 0.1 0.0 0.0 0.08
H 9.57223 2.12645 0.34084 0.0 0.1 0.1 0.08
H 8.39632 3.35366 -0.16603 0.1 0.0 0.1 0.09
H 8.74797 1.96911 -1.21793 0.0 0.0 0.0 0.07
C -3.54092 5.53943 2.63707 0.3 0.0 0.1 -0.03
C -2.74862 6.56489 3.40397 -0.1 0.0 0.0 -0.49
C -3.34548 7.94999 3.50683 0.2 0.0 0.1 -0.02
O -1.68441 6.30048 3.91650 0.0 0.0 -0.1 0.05
H -3.01381 4.59025 2.63681 0.0 0.0 0.0 0.07
H -4.52090 5.39535 3.09186 -0.1 0.0 -0.1 0.08
H -3.68159 5.87072 1.60697 -0.1 0.0 0.0 0.09
H -4.31698 7.90196 4.00082 -0.1 0.0 -0.1 0.09
H -3.48207 8.37296 2.51059 -0.1 0.0 0.0 0.08
H -2.68287 8.59399 4.08091 0.0 0.0 0.0 0.07
C -0.50562 6.87464 6.78924 0.3 -0.1 0.2 -0.03
C 0.27743 7.90511 7.56035 -0.1 0.0 0.0 -0.51
C -0.33633 9.28468 7.65636 0.2 0.0 0.1 -0.03
O 1.34197 7.65614 8.07578 0.0 0.0 0.0 0.06
H 0.03481 5.93122 6.79177 0.0 0.0 0.0 0.09
H -1.48429 6.72802 7.25047 -0.1 0.1 -0.1 0.09
H -0.64830 7.19615 5.75993 -0.1 0.0 0.0 0.06
H -1.30909 9.22789 8.14749 -0.1 0.0 -0.1 0.08
H -0.47320 9.70283 6.65777 -0.1 0.0 0.0 0.08
H 0.31808 9.93566 8.23114 0.0 0.0 0.0 0.08
C 12.52919 0.97013 -0.75132 -0.2 0.0 0.0 -0.02
C 12.29110 2.03291 -1.79875 0.1 0.0 0.0 -0.50
C 13.50788 2.76873 -2.30735 -0.1 0.1 -0.1 -0.02
O 11.18260 2.28009 -2.20839 0.0 0.0 0.0 0.07
H 11.58169 0.51546 -0.47191 0.0 0.0 0.0 0.08
H 13.19344 0.19913 -1.14425 0.1 0.0 0.1 0.09
H 12.99267 1.41178 0.13244 0.1 0.0 0.0 0.09
H 14.20880 2.06540 -2.75943 0.1 0.0 0.1 0.08
H 14.00897 3.27913 -1.48338 0.1 -0.1 0.0 0.08
H 13.20454 3.50090 -3.05138 0.0 0.0 0.0 0.08
```
Forces are in eV/Å.

Results
Molar mass (g/mol): 1048.847
Frontier orbital gap (eV): 9.2
Relative energy (zero: lowest compared OMol25 entry of this formula, charge and spin) (kcal per mole): 0.0
DFT total energy (Ha): -6248.61436